This record from the OMol25 dataset describes a structure of composition C2H9N2PS in a non-equilibrium geometry. The level of theory is ωB97M-V/def2-TZVPD.

XYZ file:
```
15
Properties=species:S:1:pos:R:3:mulliken_spin:R:1
C -1.00898 -1.45928 0.60418 0.016
C 0.79959 -0.81329 -1.65511 0.057
N 0.09581 2.45723 0.90385 0.227
N -0.71467 1.55376 0.12491 0.837
P 0.36593 -0.43315 0.05630 0.556
S 1.79113 -0.42404 1.34056 0.308
H -0.84293 -2.42094 0.85180 0.016
H -1.29223 -1.02528 1.64952 0.005
H -1.94992 -1.48879 -0.08678 0.002
H 1.81479 -1.30028 -1.54802 0.013
H -0.05216 -1.41781 -1.73254 0.002
H 0.63867 0.15747 -2.14460 0.014
H 0.18948 2.11013 1.90397 -0.003
H 0.94331 2.69007 0.58297 0.015
H -0.77782 1.81418 -0.85101 -0.065
```

## Properties
<S²>	2.0083
charge	0
calculated total energy	-930.459302	Eh
2S+1	3